The following is a quantum chemistry calculation of a molecular structure, C28H65Br12N3O3 at a distorted geometry, from the Open Molecules 2025 dataset.

* Kohn-Sham gap: 8.0823 eV
* multiplicity: 1
* total charge: 0

Positions of all 111 atoms, in Å:
C1 -12.0104 -41.4034 -0.1470
Br1 -10.1928 -40.6008 0.0971
Br2 -12.7288 -40.5896 -1.7778
Br3 -13.0421 -41.0199 1.5041
H1 -11.9857 -42.4924 -0.1877
C2 -2.3740 -32.6444 -3.4004
Br4 -1.9376 -31.4055 -4.8021
Br5 -2.0094 -31.8792 -1.5599
Br6 -1.3689 -34.3488 -3.5822
H2 -3.4273 -32.9122 -3.4840
C3 5.0313 -33.0731 6.0876
Br7 6.9799 -32.7091 5.7799
Br8 4.6646 -34.9663 5.5488
Br9 3.8635 -31.8715 5.1072
H3 4.8065 -32.9230 7.1436
C4 -12.8172 -33.0149 0.9907
Br10 -12.4505 -33.1019 -1.0117
Br11 -13.3501 -31.1279 1.6493
Br12 -11.5938 -34.0233 2.1078
H4 -13.6844 -33.6515 1.1663
C5 -2.2445 -33.3376 8.5995
C6 -2.0986 -34.1843 7.2950
C7 -2.6971 -35.5791 7.4860
C8 -2.6652 -36.4841 6.2559
C9 -3.5159 -35.9462 5.0304
C10 -3.0805 -36.5551 3.6359
H5 -3.2938 -33.1130 8.7909
H6 -1.5345 -32.5107 8.6206
H7 -1.8148 -33.9151 9.4180
H8 -2.5991 -33.6626 6.4793
H9 -1.0520 -34.2029 6.9909
H10 -3.7135 -35.4430 7.8554
H11 -2.2216 -36.0488 8.3470
H12 -1.6035 -36.5272 6.0126
H13 -2.9070 -37.4760 6.6377
H14 -4.5905 -36.1158 5.0986
H15 -3.3324 -34.8825 4.8792
H16 -3.4886 -36.1269 2.7203
H17 -2.0048 -36.7272 3.6722
H18 -3.4325 -37.5847 3.7000
C11 -2.7857 -35.3870 22.2514
C12 -2.6144 -36.2741 21.0987
C13 -1.9490 -35.4524 19.9263
C14 -0.5328 -35.0163 20.1314
C15 0.0090 -34.1880 18.9785
C16 1.5133 -33.8941 19.1001
H19 -1.9511 -35.4085 22.9522
H20 -3.6074 -35.7391 22.8752
H21 -3.0026 -34.3549 21.9760
H22 -2.1118 -37.1553 21.4975
H23 -3.5808 -36.5594 20.6831
H24 -2.5869 -34.6064 19.6703
H25 -1.8904 -36.0038 18.9878
H26 -0.3329 -34.3671 20.9838
H27 0.0691 -35.9118 20.2860
H28 -0.1636 -34.7482 18.0595
H29 -0.5165 -33.2344 18.9269
H30 1.9053 -33.4165 18.2022
H31 1.6962 -33.2738 19.9776
H32 2.1914 -34.7078 19.3572
C17 4.9826 -45.2991 5.8196
C18 4.0261 -46.3636 6.3359
C19 2.6019 -45.7738 6.6042
O1 1.8832 -45.2792 5.4309
C20 0.5531 -44.8714 5.7601
N1 3.9597 -47.4288 5.3565
H33 5.9651 -45.6226 5.4760
H34 5.1907 -44.6288 6.6536
H35 4.4696 -44.7959 5.0000
H36 4.4471 -46.7787 7.2516
H37 2.6020 -45.0917 7.4544
H38 1.9479 -46.5696 6.9607
H39 0.0589 -45.6980 6.2705
H40 -0.1639 -44.7163 4.9539
H41 0.5661 -43.9260 6.3025
H42 4.8564 -47.4507 4.8923
H43 3.3245 -47.1720 4.6144
C21 0.2432 -43.3383 -0.9710
C22 1.6619 -43.6999 -1.4442
C23 2.4917 -42.4609 -1.6854
O2 1.8579 -41.6048 -2.6491
C24 2.8398 -40.6541 -3.2129
N2 2.1952 -44.4865 -0.4097
H44 -0.1092 -42.5849 -1.6756
H45 0.2811 -42.7061 -0.0839
H46 -0.5186 -44.1096 -0.8577
H47 1.6581 -44.1560 -2.4341
H48 3.3761 -42.8009 -2.2244
H49 2.6881 -41.9200 -0.7597
H50 2.3565 -40.1993 -4.0776
H51 3.7838 -41.0731 -3.5612
H52 2.9967 -39.8579 -2.4852
H53 2.0942 -44.0135 0.4770
H54 1.5893 -45.2916 -0.3405
C25 -3.1568 -42.1439 12.8362
C26 -4.7326 -42.1301 12.9341
C27 -5.4775 -42.6273 11.7234
O3 -5.3834 -41.7497 10.6270
C28 -6.1295 -42.1279 9.4578
N3 -5.0046 -43.0412 14.0413
H55 -2.8070 -41.4912 12.0363
H56 -2.6870 -43.1190 12.7077
H57 -2.7284 -41.7699 13.7661
H58 -5.2073 -41.1998 13.2461
H59 -6.5529 -42.7144 11.8783
H60 -5.2162 -43.6314 11.3893
H61 -7.2128 -42.2149 9.5414
H62 -5.7022 -43.0539 9.0732
H63 -5.9254 -41.3724 8.6990
H64 -4.9027 -43.9853 13.6973
H65 -5.9855 -42.9765 14.2729


The following is a quantum chemistry calculation of 11 unconnected molecules or ions with the total composition C28H66Cl14N2O6 at a distorted geometry, from the Open Molecules 2025 dataset.

* Kohn-Sham gap: 8.9805 eV
* multiplicity: 1
* SMILES string: COCCNCCOC.COCCNCCOC.ClCCCl.ClCCCl.ClCCCl.ClCCCl.ClCCCl.ClCCCl.ClCCCl.CO.CO
* total charge: 0

Positions of all 116 atoms, in Å:
Cl1 -4.8699 -12.2609 -20.4494
C1 -6.3931 -13.0376 -21.0764
C2 -6.8582 -14.2904 -20.3605
Cl2 -5.9495 -15.7546 -20.7514
H1 -6.2282 -13.3370 -22.1114
H2 -7.1098 -12.2218 -21.1709
H3 -7.9122 -14.4544 -20.5847
H4 -6.8886 -14.3198 -19.2713
Cl3 -1.7841 -4.9138 -22.0318
C3 -1.2216 -4.5605 -20.3807
C4 -0.0400 -5.5486 -20.1550
Cl4 0.8558 -5.1723 -18.6116
H5 -2.0690 -4.5410 -19.6954
H6 -0.9031 -3.5190 -20.4242
H7 0.8066 -5.4295 -20.8311
H8 -0.4722 -6.5484 -20.1136
Cl5 -13.0310 -7.3259 -31.5092
C5 -13.3074 -7.5338 -33.2268
C6 -12.7979 -8.8896 -33.7115
Cl6 -13.8281 -10.2505 -33.2669
H9 -12.8219 -6.7751 -33.8407
H10 -14.3791 -7.3718 -33.3420
H11 -11.8551 -9.0136 -33.1787
H12 -12.6060 -8.9622 -34.7820
Cl7 -7.1172 -5.7300 -34.3189
C7 -6.6179 -5.2155 -32.7467
C8 -5.3165 -4.4624 -32.9141
Cl8 -4.8245 -3.7464 -31.4451
H13 -6.3626 -6.0143 -32.0504
H14 -7.4537 -4.6322 -32.3603
H15 -5.4160 -3.7280 -33.7134
H16 -4.5893 -5.1513 -33.3439
Cl9 -1.5062 -18.4439 -27.7371
C9 -3.2745 -18.1014 -27.8867
C10 -3.6256 -17.5120 -29.2230
Cl10 -3.3768 -18.5630 -30.6397
H17 -3.5852 -17.4408 -27.0774
H18 -3.8191 -18.9894 -27.5660
H19 -2.9508 -16.6631 -29.3324
H20 -4.6902 -17.2840 -29.2757
Cl11 5.7839 -9.5574 -21.1204
C11 6.3491 -10.9671 -22.1554
C12 5.1454 -11.6008 -22.8714
Cl12 3.8165 -12.1216 -21.7136
H21 6.7261 -11.7601 -21.5096
H22 7.1048 -10.6624 -22.8794
H23 5.3194 -12.3358 -23.6573
H24 4.5960 -10.7840 -23.3395
Cl13 -9.8737 -2.2871 -26.1415
C13 -10.4039 -0.5564 -26.0764
C14 -11.0207 -0.1238 -27.4156
Cl14 -11.4145 1.6088 -27.2627
H25 -9.5699 0.0880 -25.7986
H26 -11.1157 -0.4871 -25.2539
H27 -11.9350 -0.6964 -27.5709
H28 -10.4060 -0.1168 -28.3157
C15 -11.4222 -20.3287 -30.6944
O1 -10.0256 -20.4475 -30.6333
H29 -11.7961 -19.3100 -30.7962
H30 -11.8612 -20.9478 -31.4769
H31 -11.8787 -20.5754 -29.7359
H32 -9.7247 -21.3468 -30.7828
C16 -18.6950 -15.0744 -26.8561
O2 -19.8707 -15.6876 -27.3391
H33 -18.9403 -14.1382 -26.3546
H34 -18.2820 -15.7161 -26.0778
H35 -18.0579 -14.9494 -27.7317
H36 -20.4579 -15.8338 -26.5938
C17 6.0574 -7.2195 -28.4536
O3 4.8454 -7.9471 -27.9958
C18 3.7801 -8.2406 -28.9852
C19 3.8794 -9.4889 -29.8688
N1 3.3295 -10.6984 -29.3651
C20 3.7692 -11.8530 -30.1511
C21 2.7771 -12.2241 -31.2811
O4 2.9114 -11.1538 -32.1942
C22 2.0175 -11.1143 -33.3231
H37 6.4900 -7.5821 -29.3861
H38 6.7980 -7.3639 -27.6670
H39 5.9496 -6.1396 -28.5549
H40 3.7459 -7.3267 -29.5783
H41 2.8335 -8.2221 -28.4452
H42 4.9532 -9.6437 -29.9748
H43 3.4660 -9.3110 -30.8615
H44 2.3593 -10.5755 -29.6175
H45 3.9666 -12.7010 -29.4953
H46 4.7489 -11.6734 -30.5940
H47 1.7477 -12.0757 -30.9548
H48 3.1513 -13.1702 -31.6722
H49 1.9249 -10.0782 -33.6486
H50 0.9847 -11.4359 -33.1887
H51 2.4191 -11.7785 -34.0884
C23 -9.5050 -13.6776 -26.2510
O5 -8.7007 -12.5247 -26.2664
C24 -9.2842 -11.3684 -26.9237
C25 -8.2006 -10.2927 -26.7515
N2 -6.9400 -10.4377 -27.4695
C26 -5.8948 -9.5581 -26.9104
C27 -4.4910 -9.7917 -27.5739
O6 -3.7922 -11.0497 -27.4905
C28 -3.7407 -11.6766 -26.2505
H52 -8.7392 -14.4467 -26.3517
H53 -10.0832 -13.8589 -27.1570
H54 -10.0299 -13.7021 -25.2960
H55 -10.2771 -11.1014 -26.5618
H56 -9.4574 -11.6577 -27.9602
H57 -8.0684 -10.0499 -25.6971
H58 -8.5623 -9.3359 -27.1282
H59 -6.7935 -11.4272 -27.3298
H60 -5.6776 -9.6131 -25.8437
H61 -6.3482 -8.5788 -27.0638
H62 -3.7551 -9.0246 -27.3330
H63 -4.6065 -9.6904 -28.6530
H64 -4.7188 -12.1504 -26.1679
H65 -3.5319 -10.9068 -25.5075
H66 -2.9095 -12.3788 -26.3150


The following is a quantum chemistry calculation of a molecular structure, C28H68B3O14S7V at a distorted geometry, from the Open Molecules 2025 dataset.

* Kohn-Sham gap (spin up / spin down): 8.8166 / 9.7454 eV
* multiplicity: 3
* ⟨S²⟩: 2.01
* total charge: 0

Positions of all 121 atoms, in Å:
V1 0.6246 -0.2382 0.3569
B1 -0.7342 -0.8750 2.0117
H1 -0.4178 -1.7064 1.4011
H2 -1.5184 -1.1430 2.7027
H3 0.1409 -0.4446 2.4735
H4 -1.0700 -0.1327 1.3043
B2 -0.0035 -1.4848 -1.2421
H5 -0.2578 -2.1298 -2.0688
H6 0.7059 -1.9071 -0.5473
H7 0.4570 -0.5836 -1.6162
H8 -0.8609 -1.2103 -0.6474
B3 -0.0148 1.7337 -0.2717
H9 -0.7691 1.0936 -0.7025
H10 0.9577 1.4616 -0.6518
H11 -0.1964 2.7331 -0.6357
H12 0.0979 1.7656 0.8009
C1 -1.5808 1.2337 -3.7195
C2 -2.9253 2.0242 -3.7519
C3 -2.6355 3.4709 -4.2744
S1 -0.8844 3.5455 -4.8642
O1 -0.4465 4.8276 -4.3640
O2 -0.8814 3.0812 -6.2346
C4 -0.3235 2.1714 -3.7940
H13 -1.6152 0.5382 -4.5581
H14 -1.5528 0.5508 -2.8704
H15 -3.4177 1.9709 -2.7809
H16 -3.7440 1.6651 -4.3754
H17 -2.6680 4.0550 -3.3547
H18 -3.2849 3.8413 -5.0676
H19 -0.1010 2.6170 -2.8245
H20 0.5378 1.6805 -4.2472
C5 -5.4893 -1.5776 -0.0543
C6 -4.0290 -1.6061 -0.2485
C7 -3.6940 -1.0082 -1.6206
S2 -5.1808 -1.1622 -2.6782
O3 -4.9433 -1.9951 -3.8445
O4 -5.8473 0.1562 -2.7173
C8 -6.0156 -2.0739 -1.4164
H21 -5.7164 -0.5419 0.1985
H22 -5.7664 -2.2316 0.7725
H23 -3.6608 -2.6241 -0.1207
H24 -3.4427 -1.0877 0.5103
H25 -2.9687 -1.6375 -2.1364
H26 -3.4160 0.0453 -1.6499
H27 -5.8598 -3.1395 -1.5842
H28 -7.0869 -1.9801 -1.5943
C9 0.7439 3.7660 3.8630
C10 1.4841 4.2995 2.5575
C11 2.7819 3.4796 2.4089
S3 2.3227 1.7566 2.8672
O5 3.2906 1.2304 3.8133
O6 1.9048 0.9361 1.7206
C12 0.7481 2.2198 3.7270
H29 -0.2054 4.2590 4.0722
H30 1.3132 4.0005 4.7624
H31 1.6140 5.3801 2.4985
H32 0.7523 4.2233 1.7533
H33 3.5975 3.8532 3.0280
H34 3.2043 3.6652 1.4213
H35 0.7207 1.7016 4.6855
H36 -0.1493 1.9366 3.1769
C13 3.3955 0.8714 -4.2451
C14 4.3535 1.8338 -3.5182
C15 4.0708 1.7395 -1.9722
S4 3.5863 0.0022 -1.7319
O7 2.5795 -0.1501 -0.6761
O8 4.8223 -0.7742 -1.7028
C16 2.8336 -0.2272 -3.3514
H37 3.9215 0.5268 -5.1355
H38 2.5942 1.5317 -4.5769
H39 4.5435 2.8469 -3.8725
H40 5.2867 1.3483 -3.8036
H41 3.1825 2.3441 -1.7890
H42 4.8962 2.0489 -1.3309
H43 1.7693 -0.0238 -3.2331
H44 2.8377 -1.2209 -3.7993
C17 2.6041 -3.3690 4.8519
C18 3.4930 -2.1576 4.8381
C19 3.9574 -1.9231 3.3563
S5 2.7141 -2.6964 2.2294
O9 3.3366 -3.9299 1.6588
O10 1.9662 -1.7197 1.4006
C20 1.6810 -3.2108 3.6097
H45 1.9586 -3.6620 5.6800
H46 3.1675 -4.2845 4.6715
H47 4.4571 -2.3856 5.2926
H48 3.0824 -1.1970 5.1491
H49 4.9803 -2.1885 3.0894
H50 4.1116 -0.8678 3.1313
H51 1.0206 -4.0324 3.3323
H52 1.0643 -2.3440 3.8474
C21 2.6530 -3.9558 -1.9542
C22 1.8700 -4.8648 -1.0182
C23 1.3035 -6.0437 -1.9186
S6 2.5384 -6.3141 -3.2882
O11 1.9807 -6.0796 -4.6577
O12 3.4224 -7.4766 -3.1374
C24 3.5517 -4.7855 -2.8332
H53 3.1924 -3.1622 -1.4371
H54 1.9751 -3.4723 -2.6576
H55 1.0391 -4.3573 -0.5281
H56 2.5436 -5.1927 -0.2265
H57 0.3755 -5.7324 -2.3983
H58 1.0776 -7.0083 -1.4641
H59 3.6916 -4.2684 -3.7825
H60 4.4267 -5.0753 -2.2514
C25 -4.2510 2.7360 2.2883
C26 -4.0361 4.1886 2.7267
C27 -4.0747 4.1532 4.3376
S7 -3.2903 2.6151 4.9243
O13 -4.2471 1.8825 5.7728
O14 -1.9667 2.9089 5.3756
C28 -3.2402 1.8201 3.1383
H61 -4.1527 2.5624 1.2167
H62 -5.2987 2.4909 2.4622
H63 -4.8063 4.8356 2.3068
H64 -3.0781 4.5519 2.3547
H65 -5.0872 4.0142 4.7166
H66 -3.5651 4.9790 4.8340
H67 -3.2057 0.7327 3.0717
H68 -2.2335 2.1399 2.8693


Question: Which value of total charge does entry 1 give?
Answer: 0


Question: multiplicity of number 1 (C28H65Br12N3O3)?
Answer: 1